Computed, not measured: C11H12N2 in the gas phase at a distorted geometry, with ωB97M-V/def2-TZVPD.

* charge: 0
* strongest force on any atom: 0.087 hartree/bohr
* relative energy (zero: lowest compared OMol25 entry of this formula, charge and spin): 47.92 kcal/mol
* Kohn-Sham gap: 8.857 eV
* HOMO: -7.93 eV
* electronic energy: -535.80698 Eh
* multiplicity: 1
* SMILES: Cc1c(N)cccc1-n1cccc1

Geometry as XYZ:
```
25
Properties=species:S:1:pos:R:3:forces:R:3:nbo_charge:R:1
C 0.6499 -2.1104 -0.2317 -0.45 0.50 1.53 -0.657
C 0.9785 -0.6201 -0.0598 -2.31 -0.75 -0.86 -0.089
C 2.2494 -0.1675 -0.0387 2.26 1.67 1.10 0.180
C 2.5256 1.2116 0.1135 0.85 0.30 -1.03 -0.246
C 1.5899 2.2095 0.0851 -1.43 -1.89 0.00 -0.191
C 0.2496 1.7596 -0.0038 1.39 -1.95 0.19 -0.254
C -0.0476 0.3654 -0.0581 1.34 1.54 1.43 0.182
C -2.3115 -0.1402 1.1607 4.21 0.34 1.48 -0.057
C -3.5334 -0.1924 0.6860 -3.27 0.59 -1.75 -0.295
C -3.5646 0.2231 -0.7203 0.30 -1.37 -0.33 -0.312
C -2.2431 0.2839 -1.0534 1.05 0.57 1.10 -0.046
H 1.2730 -2.6049 -1.0110 -0.74 0.46 0.24 0.222
H 0.8876 -2.6580 0.7551 -0.61 0.64 -1.37 0.213
H -0.4710 -2.0758 -0.4125 1.48 -0.94 0.02 0.254
H 3.1260 -1.9255 0.1951 1.50 -0.54 0.03 0.411
H 4.1916 -0.3592 -0.0470 0.22 -1.97 0.37 0.414
H 3.5763 1.5208 0.0656 -0.18 -0.19 0.38 0.189
H 1.8993 3.2202 0.2163 -0.15 0.64 -0.12 0.219
H -0.5681 2.3977 0.0702 -1.25 1.16 0.04 0.214
H -1.9755 0.0247 2.2430 -0.28 -1.00 -1.92 0.229
H -4.3985 -0.4728 1.2503 -0.29 0.27 0.32 0.222
H -4.3777 0.2697 -1.4924 0.75 0.05 1.37 0.234
H -1.6681 0.7999 -1.7939 -0.35 -0.36 -1.11 0.214
N 3.3801 -0.9759 0.0273 -1.70 1.63 -0.75 -0.844
N -1.4177 0.0165 0.0543 -2.33 0.59 -0.36 -0.403
```
Positions in Å, forces in eV/Å.

Computed, not measured: 2 unconnected molecules or ions with the total composition C7H16N2O2 at a distorted geometry, with ωB97M-V/def2-TZVPD.

* charge: 0
* strongest force on any atom: 0.135 hartree/bohr
* relative energy (zero: lowest compared OMol25 entry of this formula, charge and spin): 91.96 kcal/mol
* Kohn-Sham gap: 10.085 eV
* HOMO: -9.32 eV
* electronic energy: -536.17360 Eh
* multiplicity: 1
* SMILES: CCN(C)C(C)=O.CC(N)=O

Geometry as XYZ:
```
27
Properties=species:S:1:pos:R:3:forces:R:3:nbo_charge:R:1
C -0.4502 1.6948 1.1963 1.88 -3.13 -0.42 -0.266
C 0.3476 0.7058 2.0485 2.54 -0.26 5.94 -0.654
C -1.0084 1.5310 -1.3609 -4.44 -4.80 2.25 -0.370
C -2.6553 0.0485 1.7340 -3.71 2.60 0.52 -0.712
C -2.2955 0.4259 0.3829 0.54 0.15 -3.17 0.653
O -3.0324 0.4798 -0.5953 -1.44 -0.93 1.23 -0.612
N -1.0076 0.7874 0.1425 0.95 3.21 -3.27 -0.435
H -1.2230 2.0615 1.8436 -0.08 1.22 -0.28 0.204
H 0.2627 2.3339 0.6974 -0.43 0.89 0.17 0.222
H 0.1746 -0.3277 1.8261 -0.48 -0.41 -0.20 0.229
H 0.2368 0.7960 3.2987 -0.92 -0.10 -3.07 0.200
H -1.1766 0.8382 -2.2534 -0.49 0.55 1.78 0.224
H -2.6268 1.0620 2.3100 -0.30 -1.97 -0.49 0.224
H 1.4778 0.6783 2.2927 -1.17 0.95 -1.81 0.232
H -1.7366 2.2923 -1.2738 -0.77 0.66 -0.29 0.202
H -0.1376 1.8694 -1.5710 6.19 2.55 -0.45 0.160
H -3.7492 -0.2118 1.5594 1.33 -0.08 1.05 0.258
H -2.0658 -0.6617 2.2222 0.79 -1.09 0.60 0.246
C 2.6737 -0.0606 -0.6083 -1.73 -1.50 5.34 -0.719
C 2.3836 -1.5164 -0.8153 0.55 -4.32 -1.75 0.697
O 2.2393 -2.5156 -0.0621 -0.17 4.15 -1.04 -0.576
N 2.4031 -1.8841 -2.2480 -3.69 0.81 4.08 -0.885
H 1.9140 0.5975 -0.8984 -1.06 0.64 -1.51 0.244
H 3.6105 0.0922 -1.0305 1.69 0.86 -0.49 0.236
H 1.9310 -2.7616 -2.2596 0.28 -0.80 -0.53 0.386
H 3.1708 -1.7939 -2.7919 2.81 0.58 -1.84 0.376
H 2.5406 0.1249 0.5637 1.34 -0.44 -2.33 0.238
```
Positions in Å, forces in eV/Å.

Computed, not measured: C33H34F5NO3Si in the gas phase at a distorted geometry, with ωB97M-V/def2-TZVPD.

* charge: 0
* strongest force on any atom: 0.068 hartree/bohr
* Kohn-Sham gap: 7.703 eV
* HOMO: -9.02 eV
* electronic energy: -2347.05648 Eh
* multiplicity: 1
* SMILES: CCCc1c([C@@H](C)F)c(N(C)C(C)=O)c2c(c1C(F)(F)CC[Si](C)(C)c1ccccc1)C(=O)c1c(ccc(F)c1F)C2=O

Geometry as XYZ:
```
77
Properties=species:S:1:pos:R:3:forces:R:3:lowdin_charge:R:1
C 2.8008 3.8153 2.4261 -0.25 -0.73 0.75 -0.112
C 2.2489 2.3213 2.2980 0.49 1.21 -0.83 -0.215
C 2.0903 2.0051 0.7367 -0.95 -0.01 0.84 -0.142
C 1.9482 0.4803 0.4474 0.36 -0.74 -0.40 -0.029
C 3.2108 -0.2402 0.1112 -1.08 -1.42 0.13 0.011
C 4.6038 0.4886 0.0951 0.24 -0.20 -0.82 -0.264
C 4.7982 1.4094 -1.1916 0.38 0.33 0.86 -0.028
F 4.8381 1.2177 1.3043 -0.44 -0.42 -1.20 -0.049
C 3.2174 -1.6829 -0.2272 -2.62 2.13 0.83 -0.113
N 4.4723 -2.3108 -0.5671 -2.19 -0.41 -0.92 -0.075
C 4.8177 -3.4775 0.2793 1.17 -0.80 0.52 -0.040
C 4.6592 -2.5338 -1.9765 1.52 0.08 -0.94 -0.435
C 3.6079 -2.2693 -3.1010 -0.41 -0.34 0.03 0.004
O 5.7588 -2.9288 -2.3275 -0.98 -0.02 0.45 0.066
C 1.8980 -2.3578 -0.2008 -0.02 0.99 0.44 0.012
C 0.6489 -1.6394 0.1469 1.39 0.15 0.13 0.030
C 0.6356 -0.1971 0.5032 2.58 -1.73 -0.28 0.033
C -0.7040 0.4830 0.8873 -2.12 0.30 -1.10 -0.378
F -0.5839 1.6739 1.5964 0.47 -1.42 -0.37 0.032
F -1.5152 -0.3316 1.7120 1.64 0.62 -0.50 0.039
C -1.6060 0.7913 -0.3966 0.18 0.39 -0.37 -0.131
C -1.7713 2.3372 -0.7036 0.00 -0.25 -0.87 -0.236
Si -3.3398 3.1345 0.0624 0.34 0.41 1.14 0.579
C -3.5221 2.6869 1.9182 0.55 -0.60 0.22 -0.187
C -3.0849 5.0222 -0.0509 0.09 0.62 -0.84 -0.193
C -4.9607 2.6090 -0.7787 -2.61 0.09 -1.30 -0.231
C -6.0505 3.6290 -0.8198 -0.85 -2.17 -0.98 -0.085
C -7.3525 3.3135 -1.4073 0.99 -1.70 -0.04 -0.085
C -7.6508 1.9795 -1.9761 2.61 0.52 1.05 -0.081
C -6.5804 0.9839 -1.9557 0.58 1.78 1.05 -0.080
C -5.2610 1.2997 -1.3605 -1.58 1.40 -0.03 -0.077
C -0.6434 -2.5188 0.0889 -0.13 -0.90 0.33 -0.244
O -1.7180 -2.1438 -0.3135 0.86 0.27 0.10 0.123
C -0.5319 -4.0208 0.5370 0.38 -0.34 0.41 0.018
C 0.7205 -4.7060 0.2273 -1.67 -0.69 1.42 -0.061
C 0.8690 -6.1003 0.6447 -1.71 0.93 0.19 0.007
C -0.2515 -6.7629 1.3136 -0.74 1.32 -0.27 0.019
C -1.5320 -6.0885 1.5897 1.92 1.31 -1.13 -0.136
F -2.5740 -6.7560 2.1839 1.59 1.01 -0.84 0.059
C -1.6624 -4.6729 1.2090 1.20 -1.37 -0.31 -0.087
F -2.8336 -4.0217 1.4799 1.72 -0.82 -0.39 0.081
C 1.8058 -3.8907 -0.5296 -0.98 0.02 0.52 -0.264
O 2.4940 -4.4549 -1.3506 -0.05 0.57 0.59 0.103
H 3.5958 4.0411 1.6590 -0.78 -0.22 0.92 0.072
H 1.9600 4.5561 2.3516 0.82 -0.64 -0.13 0.072
H 3.2170 3.8940 3.4735 -0.23 0.24 -1.20 0.076
H 1.2731 2.2981 2.8417 0.88 -0.39 -0.52 0.098
H 3.0030 1.6274 2.7520 -0.88 0.54 -0.43 0.102
H 1.1693 2.5302 0.3463 1.01 -0.53 0.48 0.107
H 2.9577 2.4972 0.2383 -0.67 -0.92 0.24 0.082
H 5.4553 -0.2454 0.0521 -1.31 0.41 0.24 0.140
H 4.0603 1.1741 -2.0024 0.72 0.18 0.79 0.089
H 5.8565 1.2863 -1.5541 -1.16 0.05 0.17 0.086
H 4.7021 2.4876 -0.8825 -0.05 -1.04 -0.41 0.078
H 4.6820 -4.4626 -0.2545 -0.09 1.14 0.52 0.098
H 4.2007 -3.4393 1.2110 0.48 -0.07 -0.83 0.106
H 5.9045 -3.4565 0.5848 -1.15 0.23 -0.34 0.100
H 2.5569 -2.2338 -2.7238 0.94 0.28 -0.41 0.067
H 3.6677 -3.1571 -3.7948 0.10 0.87 0.89 0.101
H 3.8613 -1.3778 -3.7443 -0.18 -0.75 1.03 0.095
H -1.1761 0.2996 -1.3115 -0.28 0.29 1.09 0.121
H -2.6225 0.3319 -0.2395 1.21 0.31 0.06 0.096
H -1.9247 2.4203 -1.8257 0.15 -0.06 1.11 0.090
H -0.8387 2.9442 -0.5052 -1.03 -0.70 -0.01 0.074
H -2.6244 3.0376 2.5075 -0.97 -0.21 -0.60 0.036
H -3.5143 1.5593 2.0150 -0.22 1.13 0.02 0.035
H -4.4571 3.0969 2.3810 0.79 -0.38 -0.47 0.039
H -2.5893 5.2397 -1.0460 -0.54 -0.11 0.96 0.041
H -2.4071 5.4459 0.7339 -0.56 -0.57 -0.53 0.039
H -4.0362 5.6166 -0.0334 0.84 -0.54 0.05 0.020
H -5.9339 4.6506 -0.3875 0.08 -1.07 -0.42 0.081
H -8.1790 4.0633 -1.4135 0.95 -0.59 0.06 0.092
H -8.6570 1.7321 -2.3961 1.11 0.34 0.44 0.095
H -6.7308 -0.0470 -2.3473 0.02 1.00 0.29 0.092
H -4.4758 0.5095 -1.3302 -0.82 0.66 -0.15 0.083
H 1.8223 -6.6588 0.4585 -1.14 0.63 0.16 0.123
H -0.1931 -7.8362 1.6222 0.08 1.15 -0.33 0.120
```
Positions in Å, forces in eV/Å.

Computed, not measured: C8H15N2OP in the gas phase at a distorted geometry, with ωB97M-V/def2-TZVPD.

* <S²>: 2.006
* charge: 0
* strongest force on any atom: 0.158 hartree/bohr
* relative energy (zero: lowest compared OMol25 entry of this formula, charge and spin): 0.00 kcal/mol
* Kohn-Sham gap (spin up / spin down): 5.194 / 8.128 eV
* HOMO (spin up / spin down): -4.56 / -9.63 eV
* electronic energy: -839.71207 Eh
* multiplicity: 3

Geometry as XYZ:
```
27
Properties=species:S:1:pos:R:3:forces:R:3:nbo_charge:R:1
C -2.3778 1.0194 -0.0138 6.45 -4.88 0.60 0.055
C -3.5817 1.6512 0.0527 -6.15 1.06 1.09 -0.342
C 3.3552 -0.3209 0.1221 0.97 -1.09 2.13 0.676
C -1.0652 1.7277 -0.3278 -1.88 -1.62 0.68 -0.444
C -0.6518 -0.4922 -0.2842 -1.08 -2.72 5.30 -0.220
C -0.0163 0.7760 0.1310 1.11 0.32 0.75 -0.235
C 3.7966 -1.7350 0.4683 3.02 1.44 -1.79 -0.688
C 1.3518 0.9574 -0.4746 -0.85 -2.15 -3.96 -0.208
N -2.0592 -0.3746 0.3475 1.33 2.82 -2.59 -0.657
N 2.1277 -0.2752 -0.4185 -1.30 -0.93 -1.26 -0.627
O 3.9558 0.6328 0.5523 0.20 1.18 -0.18 -0.617
P -3.1393 -1.6962 0.4884 0.03 0.46 -0.03 0.535
H -4.4987 1.2678 0.5557 1.01 0.34 -0.26 0.183
H -3.5444 2.6734 -0.1501 -0.38 1.50 -0.41 0.174
H -1.0837 1.7381 -1.3967 0.61 0.95 -1.10 0.207
H -1.0225 2.6470 0.1559 0.13 2.12 0.38 0.213
H -0.6422 -0.8386 -1.2527 -0.30 0.12 -2.74 0.195
H -0.1600 -1.3113 0.2752 -0.23 0.07 -0.19 0.202
H 0.1475 0.7807 1.2754 -0.65 -0.04 -1.66 0.221
H 3.4011 -2.2656 -0.3301 -0.63 -2.11 -1.05 0.195
H 4.9134 -1.9205 0.5486 -1.21 0.74 -0.58 0.229
H 3.4744 -2.0106 1.3994 -1.54 -0.67 2.18 0.231
H 1.3701 1.2273 -1.5825 -0.91 -0.22 0.99 0.180
H 1.8700 1.7411 -0.1139 1.92 2.32 1.97 0.235
H 1.7711 -1.0874 -1.0011 0.83 1.57 1.38 0.398
H -4.2035 -1.2391 -0.3629 0.11 -0.19 0.32 -0.052
H -3.6486 -1.1397 1.6800 -0.63 -0.37 0.03 -0.039
```
Positions in Å, forces in eV/Å.

Computed, not measured: a molecular structure, C20H23NO3 at a distorted geometry, with ωB97M-V/def2-TZVPD.

* charge: 0
* strongest force on any atom: 0.310 hartree/bohr
* relative energy (zero: lowest compared OMol25 entry of this formula, charge and spin): 454.12 kcal/mol
* Kohn-Sham gap: 7.987 eV
* HOMO: -7.46 eV
* electronic energy: -1055.71213 Eh
* multiplicity: 1

Geometry as XYZ:
```
47
Properties=species:S:1:pos:R:3:forces:R:3:nbo_charge:R:1
C -4.2082 -3.7161 -0.2401 -0.38 -2.03 -4.61 -0.619
C -3.9564 -2.2440 -0.1646 -3.93 -0.29 -1.26 -0.024
C -4.7331 -1.2584 -0.9183 -3.92 -13.14 -2.27 -0.147
C -4.6616 -0.0198 -0.7786 -7.10 3.78 -5.78 -0.276
C -3.7305 0.3480 -0.0374 7.09 5.20 8.96 0.178
C -3.0464 -0.4350 0.9459 -0.78 -0.57 -2.50 0.001
C -3.2693 -1.8402 0.8924 -4.07 9.31 -3.84 -0.212
H -2.6062 -2.3708 1.1986 7.24 -6.76 5.07 0.181
C -2.0622 0.1617 1.8214 -0.51 0.47 4.68 -0.644
H -1.9957 -0.5577 2.7812 -0.13 1.85 -1.76 0.211
H -1.0555 0.3177 1.5320 0.97 -0.43 -0.99 0.240
H -2.3369 1.2507 2.1251 0.02 -1.99 -0.07 0.230
N -3.6117 1.7435 0.1013 -2.90 7.84 2.44 -0.731
C -2.5077 2.8051 0.1603 -0.49 -15.65 -2.98 0.737
O -2.6169 3.8892 0.2506 -2.19 11.99 2.04 -0.521
C -1.3324 2.0506 -0.1981 3.30 -2.06 -3.80 -0.264
C -1.1765 0.9427 -1.2631 -1.86 6.47 6.63 -0.116
C -0.0393 0.5277 -1.6305 6.74 3.70 2.97 -0.276
C 1.2983 1.1239 -1.1971 -11.70 4.36 6.07 0.443
C 1.1188 2.0637 -0.0469 4.04 -1.97 -4.38 -0.405
C -0.1157 2.5404 0.1296 -2.27 4.35 6.14 -0.103
H -0.2265 3.4228 1.1188 0.56 -2.33 -3.20 0.186
H 2.0432 2.5117 0.3475 -0.78 -0.07 0.17 0.214
O 2.2555 0.4784 -1.4415 8.12 -5.31 -5.01 -0.435
C 3.5681 0.8949 -1.2854 -5.01 0.93 7.45 -0.135
C 3.8569 0.0812 0.3249 -2.56 5.39 1.19 0.153
H 2.9153 0.0881 0.9635 0.74 1.97 -0.78 0.207
O 3.8878 -1.1837 0.1999 -0.77 -7.33 -0.70 -0.508
C 5.1194 -1.7604 0.1182 0.90 9.45 -11.79 0.015
C 6.1215 -0.5564 0.4321 -7.46 4.95 -8.83 -0.364
H 6.5567 0.0099 -0.5860 -0.89 -1.93 2.36 0.171
H 6.8478 -0.8155 0.9281 7.46 -2.46 5.53 0.174
C 5.1322 0.5193 0.9960 -0.61 -6.27 1.02 -0.454
H 5.0196 0.2115 2.0327 -0.05 1.00 0.48 0.214
H 5.3274 1.4484 0.7711 1.51 4.98 -0.46 0.208
H 5.4398 -2.3870 0.6827 2.13 -8.66 6.72 0.145
H 5.3601 -2.0227 -1.2102 -0.67 0.05 4.16 0.125
H 4.2954 0.3393 -1.4855 5.47 -4.35 -4.21 0.192
H 3.7034 1.8525 -0.9466 0.22 2.58 -0.27 0.188
H -0.0641 -0.0460 -2.3839 0.60 -4.78 -5.51 0.196
H -2.0370 0.6855 -1.6318 -4.39 -2.05 -2.45 0.196
H -4.6348 2.5126 0.5871 3.45 -3.48 -2.05 0.354
H -5.4216 0.6568 -1.2951 1.52 -0.70 0.76 0.236
H -5.6893 -1.8670 -1.5467 2.94 2.16 1.55 0.185
H -5.3311 -3.9037 -0.8268 3.37 0.16 1.87 0.216
H -3.3268 -4.1611 -1.0018 -2.47 0.82 1.69 0.210
H -4.0739 -4.3326 0.6748 -0.47 0.85 -0.47 0.229
```
Positions in Å, forces in eV/Å.

> Number 1 is which compound?

C11H12N2